1.
One molecule with the formula C5H4OS at a distorted geometry, computed with ωB97M-V with the def2-TZVPD basis set.

Cartesian coordinates (Å):
C 1.89975 -2.46696 0.03628
C -0.95085 0.76664 -0.14989
C 2.03243 -1.29468 -0.13278
C 0.19936 0.56749 -0.39846
C -2.37893 1.07053 0.01937
O 2.96382 1.03791 0.88071
S 2.40200 0.45528 -0.31216
H 1.97534 -3.50977 -0.00467
H -2.58270 2.11724 0.48725
H -2.79372 1.04371 -0.91648
H -2.76649 0.21261 0.49083

Orbital gap in eV: 9.328
Max |F| in eV/A: 4.55
Energy above the lowest of the compared OMol25 structures with the same formula, charge and spin in kJ/mol: 627.02


2.
H3INPS as an isolated structure at a distorted geometry, computed with ωB97M-V with the def2-TZVPD basis set.

Cartesian coordinates (Å):
N 1.33226 -1.03252 -1.62281
P 0.88060 -1.80054 -0.29156
S -0.87721 -0.98650 -1.09813
I -3.39864 1.51183 0.90774
H 2.00302 -0.26743 -1.52481
H 0.95216 -0.79539 0.74662
H -2.53104 0.23364 0.18380

Orbital gap (spin up / spin down) in eV: 6.954 / 7.029
Max |F| in eV/A: 3.05
Energy above the lowest of the compared OMol25 structures with the same formula, charge and spin in kJ/mol: 156.23


3.
A 11-piece molecular cluster, C33H88O11 overall at a distorted geometry, computed with ωB97M-V with the def2-TZVPD basis set.

Cartesian coordinates (Å):
C 0.27627 3.46948 -6.60857
C -0.54199 2.53510 -5.73680
C 0.19208 1.19745 -5.49411
O -0.60763 3.11659 -4.45125
H -0.10291 4.49003 -6.59492
H 0.23443 3.03440 -7.60832
H 1.29363 3.41190 -6.22115
H -1.56922 2.31061 -6.02365
H -0.27741 0.62467 -4.69288
H 1.24777 1.30815 -5.24772
H 0.00561 0.52636 -6.33527
H 0.28341 3.17503 -4.09288
C 1.81425 5.16020 0.91591
C 1.73126 6.33374 -0.09281
C 3.03983 7.04103 -0.19084
O 1.28086 5.83216 -1.31716
H 0.92843 4.53421 1.02241
H 2.02818 5.63820 1.87206
H 2.58268 4.42241 0.68269
H 1.02868 7.10571 0.22872
H 3.39498 7.22292 0.82481
H 2.96927 8.00297 -0.70067
H 3.87811 6.53143 -0.66710
H 1.10402 6.49588 -1.98874
C 2.90420 -4.04185 1.87005
C 2.89469 -2.57023 1.47514
C 2.86020 -2.55511 -0.09432
O 1.67946 -2.05345 2.00332
H 3.36574 -4.17688 2.85095
H 3.58944 -4.63009 1.25768
H 1.93900 -4.53962 1.93163
H 3.63244 -1.84217 1.81395
H 3.66142 -3.15102 -0.52865
H 2.72810 -1.56398 -0.52791
H 1.93906 -3.10942 -0.28715
H 1.21362 -1.55887 1.31231
C 3.72830 4.88095 -3.47002
C 3.31654 3.50959 -3.13383
C 4.12139 2.98161 -1.89992
O 1.96244 3.45800 -2.72330
H 3.67265 5.50301 -2.57670
H 3.24683 5.37428 -4.31390
H 4.80573 4.85695 -3.64644
H 3.54465 2.78513 -3.91709
H 4.04318 3.66942 -1.05656
H 5.18170 2.96027 -2.15528
H 3.68473 2.03251 -1.59323
H 1.84982 4.29974 -2.25966
C -0.85318 -4.52224 1.49466
C -1.47190 -4.97327 0.13415
C -0.56152 -4.89591 -1.08726
O -1.55543 -6.34397 0.39364
H -0.47857 -3.49697 1.50634
H -0.06514 -5.18563 1.84677
H -1.66705 -4.56419 2.22114
H -2.40173 -4.42768 -0.03706
H -1.10526 -5.16286 -1.99354
H 0.21331 -5.66192 -1.04793
H -0.13876 -3.90106 -1.22906
H -2.35860 -6.46443 0.90844
C -2.44036 -2.77517 -3.05386
C -2.97310 -4.01101 -3.80801
C -3.77074 -3.70414 -5.06429
O -1.99469 -5.00115 -4.12989
H -1.51840 -2.40838 -3.50924
H -2.13820 -3.00335 -2.03226
H -3.15711 -1.95478 -3.03659
H -3.66582 -4.42938 -3.07378
H -4.53639 -2.94446 -4.90040
H -4.34376 -4.58843 -5.35458
H -3.29527 -3.50444 -6.02520
H -2.47498 -5.80706 -4.33592
C -2.67614 0.67037 4.29151
C -2.61391 -0.53371 3.36174
C -3.27522 -0.25230 1.97660
O -1.26883 -0.96079 3.14556
H -2.38695 1.64318 3.89055
H -2.18243 0.60075 5.26060
H -3.75036 0.82134 4.42178
H -3.15080 -1.36003 3.83095
H -2.92762 -1.02385 1.28879
H -3.16763 0.76612 1.60325
H -4.35805 -0.38566 1.94885
H -1.00488 -1.39701 3.96044
C 1.70147 1.02284 4.62242
C 2.48216 0.65176 5.90541
C 1.52985 0.40658 7.06852
O 3.09152 -0.61696 5.58487
H 0.83069 0.38180 4.47132
H 2.27148 0.94066 3.69710
H 1.28201 2.02753 4.70636
H 3.23853 1.43322 5.96631
H 2.09336 0.27448 7.99417
H 1.00300 -0.54405 6.98719
H 0.76727 1.15278 7.29571
H 2.40134 -1.15077 5.17660
C -4.59548 1.86743 -1.65289
C -3.54762 1.66061 -2.76547
C -4.14132 1.21642 -4.12394
O -3.03226 3.00187 -2.92965
H -4.10877 2.16121 -0.72242
H -5.20598 1.00652 -1.37849
H -5.21351 2.69879 -1.99248
H -2.85095 0.89130 -2.42732
H -4.68195 2.03289 -4.60335
H -4.84032 0.38974 -3.98902
H -3.37227 0.91592 -4.83664
H -2.21556 2.94312 -3.44024
C 0.93477 -4.76658 5.14045
C 0.18087 -3.45774 4.96839
C -0.58613 -3.05164 6.21915
O 0.99256 -2.42773 4.62433
H 1.69887 -4.63280 5.91039
H 1.48392 -5.22571 4.31924
H 0.30270 -5.53009 5.59723
H -0.52793 -3.65903 4.15963
H -1.10686 -3.85882 6.73100
H -1.15985 -2.13759 6.05392
H 0.16946 -2.60540 6.86970
H 0.88753 -2.22280 3.68643
C 0.87990 1.57921 0.16236
C -0.27725 0.56929 -0.09200
C -0.30450 0.14347 -1.52785
O -0.04265 -0.58361 0.62110
H 1.27289 1.59725 1.17921
H 0.69304 2.60261 -0.16377
H 1.72466 1.26995 -0.45663
H -1.21392 1.05318 0.19199
H -0.17070 1.05508 -2.11622
H -1.11735 -0.46967 -1.91478
H 0.61618 -0.35602 -1.83760
H -0.48136 -0.54643 1.48049

Orbital gap in eV: 9.978
Max |F| in eV/A: 3.15
Energy above the lowest of the compared OMol25 structures with the same formula, charge and spin in kJ/mol: 338.04


4.
C22H47NOP2SiW as an isolated structure at a distorted geometry, computed with ωB97M-V with the def2-TZVPD basis set.

Cartesian coordinates (Å):
W 0.77083 -0.27880 -0.64411
Si 2.53375 0.91490 0.51775
P 2.14233 0.19099 -2.64551
N 0.83656 -2.06326 -0.75496
H -0.27664 0.77655 -1.45429
C 1.41288 0.11369 -4.34520
H 2.25332 0.14333 -5.06266
H 0.76426 0.99851 -4.49386
H 0.84780 -0.82696 -4.47659
C 3.16405 1.71643 -2.82825
H 3.75866 1.59412 -3.75047
H 3.84221 1.85057 -1.97203
H 2.48674 2.58296 -2.92818
C 3.34178 -1.19788 -2.71224
H 3.95497 -1.03062 -3.61509
H 2.82626 -2.16358 -2.80719
H 3.99551 -1.20837 -1.83132
C 2.88298 2.74036 0.87970
H 1.97459 3.18728 1.29505
H 3.20342 3.26754 -0.02578
H 3.68877 2.79144 1.62802
H 2.39167 0.55839 1.94367
H 3.97962 0.63222 0.25937
C 1.17075 -3.33021 -0.47233
C 0.51438 -5.62216 -0.39104
C 0.33991 -4.36125 -0.94719
C 2.24898 -3.52884 0.41926
C 2.43115 -4.80580 0.90920
C 1.58300 -5.82281 0.49294
H -0.17692 -6.41009 -0.67887
H -0.42403 -4.02726 -1.64849
H 2.79886 -2.62707 0.71495
H 3.25743 -4.97632 1.61229
H 1.76810 -6.84313 0.84548
C -0.20314 3.66816 -1.44818
O 0.43689 2.84809 -0.74819
C -1.60237 3.41079 -1.93323
H -1.87022 4.12549 -2.72917
H -2.29083 3.57883 -1.08506
H -1.73781 2.39716 -2.33792
C 0.38368 5.03576 -1.70709
H 0.23460 5.39629 -2.73905
H 1.45262 5.01007 -1.48099
H -0.10346 5.73592 -1.00784
C 0.10288 0.14381 3.76058
C -1.07208 -0.54856 3.07585
C -2.36161 -0.28317 3.88589
P -1.17885 -0.22930 1.19383
C -2.13237 -1.72931 0.56852
C -3.29014 -2.28859 1.43243
C -2.51751 -1.51966 -0.89731
C -2.28541 1.29459 1.00913
C -3.77972 1.13526 1.30181
C -1.64053 2.45100 1.79478
H 0.06600 1.23720 3.71111
H 1.06165 -0.16437 3.34056
H 0.11624 -0.11794 4.83074
H -0.87647 -1.63630 3.12461
H -2.56365 0.78873 4.02213
H -3.25360 -0.73448 3.44075
H -2.24813 -0.72176 4.89323
H -1.36644 -2.52594 0.62211
H -4.15917 -1.62732 1.53280
H -3.63708 -3.22557 0.96390
H -2.95202 -2.54695 2.44430
H -1.65147 -1.35914 -1.56289
H -3.02888 -2.43263 -1.25572
H -3.18484 -0.64970 -1.03463
H -2.17218 1.49728 -0.07148
H -3.98769 1.00799 2.37284
H -4.28518 2.06578 0.98768
H -4.24292 0.30862 0.74635
H -0.57620 2.60156 1.50831
H -2.17717 3.39244 1.55025
H -1.71337 2.27500 2.89223

Multiplicity: 3
Orbital gap (spin up / spin down) in eV: 5.677 / 7.848
Max |F| in eV/A: 3.67
Energy above the lowest of the compared OMol25 structures with the same formula, charge and spin in kJ/mol: 40.95